The following is a DFT calculation (ωB97M-V/def2-TZVPD) of a molecular structure, C38H26ClCo2O6P in a non-equilibrium geometry.

Its charge is -2. The calculation puts the HOMO energy at -1.073 eV. The calculation puts the orbital gap at 5.138 eV. The calculation puts the total energy at -5482.1136 a.u. The relative energy (zero: lowest compared OMol25 entry of this formula, charge and spin) comes out at 0.00 kcal per mole. For the LUMO energy, the calculation gives 4.065 eV.

Atoms and positions in Å:
Cl 8.679 -3.281 -1.912
C 7.223 -2.378 -1.912
C 5.979 -3.047 -1.909
C 4.802 -2.325 -1.878
C 4.796 -0.877 -1.797
O 3.724 -0.215 -1.638
C 6.092 -0.243 -1.900
C 7.265 -0.970 -1.925
H 5.972 -4.136 -1.936
H 3.829 -2.813 -1.894
H 6.112 0.843 -1.926
H 8.226 -0.459 -1.953
O 3.816 0.596 0.847
C 2.757 0.544 0.383
Co 0.988 0.602 0.043
C 0.981 -0.663 -1.223
O 1.030 -1.581 -1.931
C 0.691 -0.262 1.551
O 0.749 -0.729 2.613
C 0.101 2.172 0.111
C 1.211 2.206 -0.709
C 1.977 3.016 -1.493
C 2.480 2.519 -2.733
C 3.611 3.076 -3.388
C 4.278 2.347 -4.365
C 3.818 1.069 -4.732
C 2.641 0.566 -4.163
C 1.905 1.353 -3.290
Co -1.386 1.047 -0.381
C -1.691 0.079 -1.790
O -2.052 -0.543 -2.704
C -2.455 2.390 -0.633
O -3.229 3.247 -0.767
P -2.481 0.070 1.118
C -2.295 -1.735 1.406
C -3.146 -2.385 2.315
C -3.004 -3.757 2.539
C -2.036 -4.484 1.831
C -1.236 -3.846 0.879
C -1.359 -2.468 0.671
C -2.243 0.825 2.781
C -1.906 0.067 3.909
C -1.729 0.695 5.145
C -1.838 2.085 5.245
C -2.157 2.848 4.118
C -2.383 2.218 2.891
C -4.318 0.141 0.883
C -5.182 0.672 1.849
C -6.564 0.676 1.627
C -7.087 0.141 0.445
C -6.226 -0.397 -0.520
C -4.846 -0.402 -0.298
H -0.162 2.919 0.865
H 2.207 4.046 -1.199
H 3.982 4.048 -3.062
H 5.181 2.742 -4.838
H 4.355 0.452 -5.459
H 2.271 -0.433 -4.413
H 0.898 1.071 -2.964
H -3.912 -1.818 2.850
H -3.647 -4.256 3.265
H -1.910 -5.554 2.015
H -0.499 -4.406 0.301
H -0.744 -1.958 -0.079
H -1.794 -1.013 3.836
H -1.507 0.093 6.027
H -1.698 2.577 6.209
H -2.243 3.934 4.179
H -2.673 2.804 2.015
H -4.786 1.085 2.776
H -7.232 1.086 2.386
H -8.166 0.118 0.282
H -6.624 -0.816 -1.446
H -4.177 -0.835 -1.046

The following is a DFT calculation (ωB97M-V/def2-TZVPD) of a molecular structure, C38H27BrN6O3SV in a non-equilibrium geometry.

The calculation puts the HOMO energy (spin up / spin down) at -5.986 / -6.977 eV. The calculation puts the orbital gap (spin up / spin down) at 4.776 / 5.937 eV. The spin multiplicity is 4. The calculation puts the total energy at -5934.6143 a.u. The relative energy (zero: lowest compared OMol25 entry of this formula, charge and spin) comes out at 61.31 kcal per mole. For the LUMO energy (spin up / spin down), the calculation gives -1.211 / -1.040 eV.

Atoms and positions in Å:
V -0.697 0.517 0.224
N 1.781 0.733 0.464
C 3.121 0.297 0.292
C 3.987 1.064 -0.484
C 5.322 0.727 -0.614
C 5.816 -0.399 0.025
C 4.955 -1.187 0.768
C 3.603 -0.866 0.907
C 2.789 -1.738 1.804
C 3.199 -1.781 3.140
C 2.599 -2.610 4.067
C 1.563 -3.437 3.658
C 1.136 -3.410 2.345
C 1.728 -2.560 1.407
H 1.700 1.725 0.290
H 1.470 0.527 1.414
H 3.608 1.952 -0.979
H 5.981 1.352 -1.202
H 6.863 -0.660 -0.047
H 5.317 -2.082 1.257
H 4.006 -1.124 3.441
H 2.937 -2.611 5.095
H 1.101 -4.126 4.353
H 0.349 -4.079 2.028
O -2.263 1.206 -6.565
N -2.792 1.988 -5.783
O -3.515 2.897 -6.166
C -2.579 1.833 -4.374
C -3.264 2.711 -3.538
C -3.166 2.672 -2.160
C -3.839 3.589 -1.249
C -3.656 3.482 0.067
C -2.770 2.442 0.672
N -2.241 1.468 -0.261
C -2.357 1.686 -1.570
C -1.564 0.841 -2.411
N -0.680 0.059 -1.732
C 0.084 -0.767 -2.430
C -0.016 -0.880 -3.812
C -0.879 -0.070 -4.513
C -1.683 0.862 -3.818
H -3.905 3.442 -4.010
H -4.483 4.355 -1.666
H -4.147 4.154 0.760
H -3.287 1.942 1.500
H 0.817 -1.343 -1.883
H 0.606 -1.597 -4.329
H -0.934 -0.125 -5.585
O -1.733 4.579 4.696
C -1.515 3.722 3.665
C -1.666 4.036 2.371
C -1.439 3.010 1.307
N -0.720 1.788 1.723
C -0.675 1.576 3.056
Br 0.087 -0.085 3.611
C -1.051 2.413 4.048
H -2.030 5.426 4.347
H -1.994 5.020 2.054
H -0.908 3.472 0.462
H -0.963 2.150 5.089
S -2.370 -3.662 1.032
C -3.358 -2.396 1.629
C -2.776 -1.187 1.450
C -1.493 -1.217 0.803
C -1.141 -2.519 0.509
C -0.024 -3.063 -0.248
C -0.243 -3.928 -1.313
C 0.768 -4.292 -2.187
C 2.051 -3.720 -1.993
C 2.293 -2.949 -0.908
N 1.308 -2.676 0.044
H -4.309 -2.623 2.086
H -3.257 -0.273 1.773
H -1.257 -4.263 -1.486
H 0.577 -4.962 -3.012
H 2.847 -3.901 -2.702
H 3.272 -2.547 -0.706